Entry 1:
Formula: C6H11IN2S
Source: OMol25
Level of theory: ωB97M-V/def2-TZVPD

Summary:
- Net charge: 0
- Spin multiplicity: 1
- Kohn-Sham gap (spin up / spin down): 7.9 / 7.9 eV
- HOMO energy (spin up / spin down): -8.84 / -8.84 eV

```
21
C6H11IN2S ωB97M-V/def2-TZVPD
H -0.650 -0.956 -2.702
N -2.847 -1.580 -0.155
H 1.368 0.030 -0.539
C -0.804 0.862 0.850
C 2.438 -1.140 0.846
I -3.233 1.226 -2.590
H -1.025 2.170 -1.426
H -0.251 -1.082 1.340
H 0.438 0.390 2.354
N -1.436 0.425 -0.388
S 0.186 -0.002 -3.049
C -1.422 1.158 -1.537
H 1.946 1.004 0.629
C 0.195 -0.076 1.335
H 1.961 -2.031 0.356
C -2.155 -0.695 -0.295
H -1.737 1.055 1.575
H 3.430 -1.174 0.281
H 2.405 -1.425 1.896
C 1.519 0.011 0.569
H -0.324 1.829 0.650
```

Löwdin atomic charge list, values in e, 8 entries:
1. H -0.29
2. N 0.21
3. H 0.05
4. C -0.20
5. C -0.12
6. I 0.88
7. H 0.05
8. H 0.12


Entry 2:
Formula: C6H11IN3O3
Source: OMol25
Level of theory: ωB97M-V/def2-TZVPD

Summary:
- Net charge: +1
- Spin multiplicity: 1
- Kohn-Sham gap: 7.9 eV
- SMILES: C=C(N(I)C(=C)[C@](C)([NH3+])O)[N+](=O)[O-]
- HOMO energy: -12.37 eV

```
24
C6H11IN3O3 ωB97M-V/def2-TZVPD
H -0.476 -2.060 -1.400
H -0.769 -0.383 -2.876
C -0.941 0.468 -2.226
O -2.338 -0.669 2.684
C -0.115 -0.432 2.180
H 0.000 -2.509 0.305
H -0.712 1.917 -0.041
N 0.674 -0.108 1.092
H 2.226 0.990 -1.238
N 1.504 0.772 -1.955
C 0.176 0.654 -1.209
H 1.437 1.573 -2.597
C 0.273 -0.492 -0.196
O -1.805 0.533 0.983
C -0.073 -1.750 -0.455
I 2.445 0.921 1.370
H -0.465 -0.953 4.170
N -1.544 -0.178 1.937
H -1.879 0.320 -1.697
C 0.267 -0.811 3.394
H -1.036 1.370 -2.828
O 0.104 1.883 -0.570
H 1.746 -0.079 -2.470
H 1.300 -0.979 3.642
```

Löwdin atomic charge list, values in e, 8 entries:
1. H 0.08
2. H 0.09
3. C 0.02
4. O 0.15
5. C -0.36
6. H 0.09
7. H 0.11
8. N -0.44


Entry 3:
Formula: C6H11INO2
Source: OMol25
Level of theory: ωB97M-V/def2-TZVPD

Summary:
- Net charge: +1
- Spin multiplicity: 1
- Kohn-Sham gap: 8.5 eV
- SMILES: CCC1C[N+](=C(O)OI)C1
- HOMO energy: -13.80 eV

```
21
C6H11INO2 ωB97M-V/def2-TZVPD
O 2.019 -2.728 0.811
N 1.008 -0.787 0.301
H -1.623 2.684 -0.272
C -0.399 -1.179 0.688
C -0.917 0.212 0.499
C 2.046 -1.502 0.488
H -0.818 1.958 -1.670
H -2.996 0.321 -0.006
C 0.510 0.614 -0.011
H -2.644 2.159 -1.659
H -0.855 -1.851 -0.091
H -1.010 0.734 1.432
C -1.992 0.546 -0.510
H -0.625 -1.720 1.725
H 1.002 1.388 0.395
O 3.471 -1.069 0.242
I 4.015 0.891 -0.051
C -1.801 1.923 -1.054
H 0.588 0.863 -1.053
H -1.849 -0.236 -1.317
H 2.869 -3.221 1.113
```

Löwdin atomic charge list, values in e, 8 entries:
1. O 0.21
2. N 0.07
3. H 0.10
4. C -0.05
5. C -0.29
6. C -0.40
7. H 0.10
8. H 0.15


Entry 4:
Formula: C6H11ISi
Source: OMol25
Level of theory: ωB97M-V/def2-TZVPD

Summary:
- Net charge: 0
- Spin multiplicity: 1
- Kohn-Sham gap: 8.9 eV
- HOMO energy: -8.86 eV

```
19
C6H11ISi ωB97M-V/def2-TZVPD
H 0.531 -1.326 0.868
H 0.486 0.918 -1.016
H 2.634 0.774 0.374
C 2.534 -2.034 -0.996
C 0.908 -0.619 0.184
H -1.052 2.031 0.814
I -4.750 0.424 1.839
H 0.783 -1.048 -1.852
H 3.062 -2.428 -1.715
H 1.563 0.854 1.748
C 1.469 -1.277 -1.059
H -3.719 2.354 -0.473
H -1.326 0.255 1.499
C 1.633 0.632 0.753
C -1.201 0.901 0.611
Si -3.392 1.018 -0.277
H -3.372 -0.037 -1.302
C 0.202 0.699 -0.028
H 3.007 -2.089 0.030
```

Löwdin atomic charge list, values in e, 8 entries:
1. H 0.12
2. H 0.09
3. H 0.09
4. C 0.02
5. C -0.31
6. H 0.06
7. I 0.23
8. H 0.10


Entry 5:
Formula: C6H11N
Source: OMol25
Level of theory: ωB97M-V/def2-TZVPD

Summary:
- Net charge: -1
- Spin multiplicity: 2
- Kohn-Sham gap (spin up / spin down): 3.4 / 5.3 eV
- HOMO energy (spin up / spin down): 0.50 / -1.48 eV

```
18
C6H11N ωB97M-V/def2-TZVPD
C -0.542 -0.978 -0.914
H -0.456 -1.750 -4.140
H 1.315 2.304 3.452
C -0.763 -0.795 -2.272
H 0.940 -1.978 -2.868
H 1.939 0.639 3.386
H -1.006 1.297 2.483
C 0.140 -1.295 -3.308
C 1.005 1.262 3.358
C 0.062 0.655 0.829
H -1.886 0.707 -0.255
C -0.892 0.191 -0.078
H 0.520 -0.336 -3.745
H 0.546 0.924 4.201
H -1.732 -0.272 -2.512
N -0.083 0.986 2.251
H 1.174 0.383 0.690
H -0.281 -1.942 -0.558
```

Löwdin atomic charge list, values in e, 8 entries:
1. C -0.26
2. H 0.04
3. H 0.04
4. C -0.34
5. H 0.08
6. H 0.07
7. H 0.06
8. C -0.22


Entry 6:
Formula: C6H11N
Source: OMol25
Level of theory: ωB97M-V/def2-TZVPD

Summary:
- Net charge: 0
- Spin multiplicity: 1
- Kohn-Sham gap (spin up / spin down): 8.2 / 8.2 eV
- HOMO energy (spin up / spin down): -7.32 / -7.32 eV

```
18
C6H11N ωB97M-V/def2-TZVPD
C 0.489 0.135 0.503
N -0.228 0.427 -1.997
H -0.428 -1.849 0.219
H 1.829 -1.524 0.987
C -0.660 -0.618 -1.541
H -2.805 -1.082 0.040
C 0.503 1.423 -0.240
H 2.636 0.049 0.862
H 0.338 1.261 -2.125
H -0.277 2.144 0.013
C -2.039 -0.440 0.483
C 1.843 -0.576 0.437
H -2.077 -0.558 1.570
H -2.286 0.599 0.239
H 2.108 -0.796 -0.604
H 1.481 1.896 -0.356
H 0.220 0.314 1.554
C -0.645 -0.806 -0.043
```

Löwdin atomic charge list, values in e, 8 entries:
1. C -0.42
2. N 0.14
3. H 0.13
4. H 0.08
5. C -0.11
6. H 0.08
7. C -0.05
8. H 0.08


Entry 7:
Formula: C6H11N
Source: OMol25
Level of theory: ωB97M-V/def2-TZVPD

Summary:
- Net charge: 0
- Spin multiplicity: 1
- Kohn-Sham gap: 7.3 eV
- SMILES: C=C/C(C)=C(\C)N
- HOMO energy: -6.86 eV

```
18
C6H11N ωB97M-V/def2-TZVPD
H -0.593 2.351 0.140
H -0.133 -1.678 -0.803
C 0.733 -1.039 -0.658
H 2.420 -2.509 -0.697
H 1.324 0.417 2.173
N -1.318 1.765 0.532
H 1.431 1.800 0.913
C -2.066 -0.434 -0.459
H -2.215 2.179 0.335
H -1.954 -0.610 -1.525
H -3.093 -0.046 -0.254
H -1.882 -1.420 0.000
H 2.223 0.349 0.769
C 1.247 0.750 1.128
C -1.073 0.448 0.261
H 2.716 -0.810 -1.215
C 0.264 0.013 0.221
C 1.967 -1.526 -0.861
```

Löwdin atomic charge list, values in e, 8 entries:
1. H 0.09
2. H 0.07
3. C -0.17
4. H 0.06
5. H 0.09
6. N 0.10
7. H 0.06
8. C -0.06


Entry 8:
Formula: C6H11N
Source: OMol25
Level of theory: ωB97M-V/def2-TZVPD

Summary:
- Net charge: 0
- Spin multiplicity: 1
- Kohn-Sham gap: 8.3 eV
- SMILES: C=CC(N)=C(C)C
- HOMO energy: -7.42 eV

```
18
C6H11N ωB97M-V/def2-TZVPD
H 0.198 1.167 2.438
H -2.427 1.196 0.576
H 0.292 -0.549 2.568
H 1.176 -2.283 -0.402
C 0.290 -0.489 -0.123
N 0.429 -1.905 0.180
C -0.336 0.247 2.150
C -1.501 1.216 -0.016
C 0.477 -0.185 -1.546
H 2.582 -0.353 -1.700
H 1.616 0.587 -3.056
C -0.500 0.290 0.679
H -0.425 0.018 -2.128
H -1.037 2.099 -0.427
H -1.961 0.726 -0.880
H -1.309 0.208 2.654
C 1.675 0.089 -2.095
H 0.759 -2.077 1.128
```

Löwdin atomic charge list, values in e, 8 entries:
1. H 0.09
2. H 0.08
3. H 0.07
4. H 0.07
5. C -0.31
6. N 0.08
7. C -0.07
8. C -0.06


Entry 9:
Formula: C6H11N
Source: OMol25
Level of theory: ωB97M-V/def2-TZVPD

Summary:
- Net charge: 0
- Spin multiplicity: 1
- Kohn-Sham gap: 8.6 eV
- SMILES: C=CC(=C)CCN
- HOMO energy: -7.86 eV

```
18
C6H11N ωB97M-V/def2-TZVPD
H -1.951 -1.222 -0.970
H 0.003 -2.578 0.954
H 2.318 0.112 -1.433
C 1.023 1.033 0.841
H -1.809 -2.451 1.092
H -0.629 2.243 1.099
H 1.185 1.063 -2.568
C 0.618 0.651 -0.460
H -0.514 -1.899 -1.423
H 0.266 2.079 2.637
H -1.313 0.570 0.530
H -1.388 0.675 -1.271
H 1.688 0.291 1.409
C -0.986 -1.439 -0.534
C 1.347 0.565 -1.614
C 0.268 1.867 1.577
C -0.835 0.176 -0.483
N -0.924 -2.287 0.569
```

Löwdin atomic charge list, values in e, 8 entries:
1. H 0.09
2. H 0.10
3. H 0.05
4. C -0.18
5. H 0.09
6. H 0.05
7. H 0.06
8. C -0.36


Entry 10:
Formula: C6H11N
Source: OMol25
Level of theory: ωB97M-V/def2-TZVPD

Summary:
- Net charge: 0
- Spin multiplicity: 1
- Kohn-Sham gap: 4.5 eV
- HOMO energy: -6.65 eV

```
18
C6H11N ωB97M-V/def2-TZVPD
N -0.831 -0.101 3.422
C 0.820 0.100 -0.777
H 1.874 -1.322 0.290
H 0.365 2.014 0.080
H 1.564 0.984 1.087
H -0.850 -1.252 -2.646
H -1.672 0.277 3.868
H 1.749 -1.698 -1.546
C -0.716 -0.184 -2.772
C 0.054 0.546 -1.981
C 0.921 1.088 0.224
H 0.102 1.630 -2.081
H -1.619 0.345 1.376
H -1.236 0.267 -3.615
C -0.998 -0.295 2.013
H 0.084 0.064 1.992
H -1.081 -1.357 1.761
C 1.471 -1.104 -0.694
```

Löwdin atomic charge list, values in e, 8 entries:
1. N -0.04
2. C -0.41
3. H 0.06
4. H 0.07
5. H 0.06
6. H 0.06
7. H 0.00
8. H 0.06


Entry 11:
Formula: C6H11N
Source: OMol25
Level of theory: ωB97M-V/def2-TZVPD

Summary:
- Net charge: 0
- Spin multiplicity: 1
- Kohn-Sham gap: 8.7 eV
- SMILES: C=CC/C(C)=C/N
- HOMO energy: -7.78 eV

```
18
C6H11N ωB97M-V/def2-TZVPD
H -2.458 -1.030 0.152
C -1.575 -0.463 -0.409
C 2.429 -0.262 -1.827
C 0.557 0.772 -0.655
H 1.366 1.105 -0.020
H -0.851 -0.388 3.445
C -0.377 0.222 1.641
H -0.009 1.685 -0.984
H 2.874 -0.615 -0.878
H 2.859 -0.262 -2.791
C 1.048 0.036 -1.738
H -2.200 0.286 -0.905
N -1.321 -0.252 2.567
H 0.482 0.114 -2.672
H -1.729 -1.163 2.313
H -1.263 -1.170 -1.280
H 0.377 1.037 1.922
C -0.451 0.057 0.276
```

Löwdin atomic charge list, values in e, 8 entries:
1. H 0.11
2. C -0.12
3. C 0.04
4. C -0.25
5. H 0.10
6. H 0.06
7. C -0.17
8. H 0.15


Entry 12:
Formula: C6H11N
Source: OMol25
Level of theory: ωB97M-V/def2-TZVPD

Summary:
- Net charge: 0
- Spin multiplicity: 1
- Kohn-Sham gap: 7.9 eV
- SMILES: C=CC(N)=C(C)C
- HOMO energy: -7.11 eV

```
18
C6H11N ωB97M-V/def2-TZVPD
H -1.606 1.918 -0.833
C 0.478 -0.380 -0.041
H 0.150 -2.259 0.675
C 2.563 0.339 0.174
N 0.671 -1.776 -0.043
H -2.856 -0.274 -0.396
H -1.791 -1.624 -0.741
C -1.144 1.582 0.099
C -0.786 0.129 0.007
C 1.508 0.460 -0.662
H 1.646 -2.032 -0.026
H 2.992 -0.593 0.511
H -2.185 -1.218 0.936
H 1.244 1.419 -1.083
C -1.967 -0.800 -0.051
H 3.250 1.164 0.289
H -0.285 2.216 0.292
H -1.882 1.728 0.890
```

Löwdin atomic charge list, values in e, 8 entries:
1. H 0.08
2. C -0.37
3. H 0.09
4. C 0.03
5. N 0.09
6. H 0.07
7. H 0.07
8. C -0.08


Entry 13:
Formula: C6H11N
Source: OMol25
Level of theory: ωB97M-V/def2-TZVPD

Summary:
- Net charge: 0
- Spin multiplicity: 1
- Kohn-Sham gap: 9.0 eV
- HOMO energy: -8.11 eV

```
18
C6H11N ωB97M-V/def2-TZVPD
H 0.122 -0.820 -1.405
H 0.788 -1.419 0.788
N -0.674 0.844 1.252
C -2.322 -0.288 -0.539
H -2.137 -1.312 -0.201
C 0.241 0.041 -0.748
H -2.601 -0.353 -1.606
C 0.469 0.407 1.710
C -1.085 0.608 -0.297
C 1.034 -0.376 0.524
H 2.851 0.707 0.010
H 3.103 -0.587 1.197
C 2.544 -0.305 0.300
H -1.467 1.345 1.569
H -1.298 1.599 -0.744
H -3.218 0.084 -0.024
H 0.813 0.810 -1.273
H 2.837 -0.984 -0.512
```

Löwdin atomic charge list, values in e, 8 entries:
1. H 0.11
2. H 0.13
3. N 0.01
4. C -0.07
5. H 0.08
6. C -0.16
7. H 0.08
8. C -0.03


In the order shown, the computed relative energy (zero: lowest compared OMol25 entry of this formula, charge and spin) values come out to 153.0, 361.9, 135.1, 224.3, 318.9, 412.9, 332.4, 252.7, 451.4, 727.6, 286.1, 245.8, 207.4 kJ/mol.